# 1
# C24H44BN2O7

2 unconnected molecules or ions with the total composition C24H44BN2O7 at a distorted geometry (ωB97M-V/def2-TZVPD, the Open Molecules 2025 dataset).

Maximum force ... 0.05591 Eh/bohr

The geometry in ORCA input format:
```
! wB97M-V def2-TZVPD RIJCOSX def2/J DEFGRID3
* xyz -1 1
C 9.55250 -3.21496 -0.11761
C 8.76164 -2.06821 -0.82181
C 7.26776 -1.99894 -0.41228
C 6.99150 -0.80657 0.55383
C 6.14800 0.30196 -0.15319
C 5.42631 1.22316 0.86257
C 3.87740 1.02393 0.80243
C 3.16819 2.12861 -0.03003
C 1.99260 2.82694 0.68761
C 0.58534 2.23525 0.32695
C -0.39613 3.30833 -0.20071
C -1.84194 3.18446 0.37265
C -2.84663 2.63002 -0.68258
C -3.95862 1.76938 -0.01675
C -5.29157 2.01761 -0.77726
C -6.33095 0.92701 -0.38386
C -6.52424 -0.07860 -1.54042
C -7.15346 -1.39270 -0.97306
C -6.10998 -2.50530 -0.87592
O -6.46791 -3.80071 -1.38805
C -5.46858 -4.67183 -0.99698
O -5.45849 -5.81679 -1.32497
C -4.49452 -3.90533 -0.06558
C -5.54434 -2.89170 0.51529
N -4.75574 -1.83864 1.22050
C -5.25001 -1.46866 2.28276
O -5.87340 -0.93911 3.13697
B -6.50995 -3.81720 1.43507
N -6.12796 -5.04241 2.14597
O -7.80581 -3.36153 1.58317
H 10.02754 -3.83968 -0.88384
H 10.35096 -2.79441 0.50253
H 8.91557 -3.87227 0.48179
H 8.82912 -2.22648 -1.90587
H 9.28435 -1.12762 -0.62521
H 6.67587 -1.82823 -1.31830
H 6.91944 -2.93366 0.04253
H 6.48783 -1.10100 1.48284
H 7.93014 -0.30973 0.82807
H 5.44619 -0.15784 -0.86261
H 6.85606 0.87973 -0.76168
H 5.70482 2.24951 0.57593
H 5.75260 1.01029 1.88768
H 3.72782 0.07506 0.26207
H 3.44959 0.86894 1.80059
H 2.80305 1.71415 -0.97941
H 3.91174 2.89231 -0.29013
H 2.12321 2.90130 1.77257
H 1.96999 3.85980 0.31407
H 0.16766 1.73139 1.21023
H 0.73348 1.44747 -0.42219
H -0.42128 3.22181 -1.29464
H -0.06416 4.32810 0.02343
H -2.18632 4.19910 0.61301
H -1.86987 2.60201 1.29873
H -3.33336 3.50083 -1.14427
H -2.34866 2.09553 -1.49838
H -3.69128 0.70595 -0.10383
H -4.05371 1.99506 1.05142
H -5.62754 3.03374 -0.54317
H -5.02613 1.97736 -1.84164
H -7.28525 1.42747 -0.17895
H -5.95164 0.43168 0.51334
H -7.12824 0.34494 -2.34912
H -5.53135 -0.26882 -1.97073
H -7.59974 -1.15634 -0.00507
H -7.92277 -1.74380 -1.67205
H -5.20247 -2.22898 -1.43467
H -3.70721 -3.37893 -0.61897
H -3.98621 -4.53032 0.66858
H -5.56038 -4.88441 2.97018
H -5.72665 -5.75304 1.54615
H -8.06359 -3.50639 2.50426
C 6.84334 4.48420 -0.74397
O 5.72562 5.03535 -0.57252
O 7.72254 5.27335 -1.50657
O 7.26506 3.38991 -0.35560
H 7.10321 6.00818 -1.63128
*
```

---

# 2
# C24H44Br2N12O22S

11 unconnected molecules or ions with the total composition C24H44Br2N12O22S at a distorted geometry (ωB97M-V/def2-TZVPD, the Open Molecules 2025 dataset).

Maximum force ... 0.04222 Eh/bohr
Energy relative to the best compared isomer or geometry (same formula, charge and spin) ... 0.0 kcal per mole

The geometry in ORCA input format:
```
! wB97M-V def2-TZVPD RIJCOSX def2/J DEFGRID3
* xyz 0 1
C 0.78332 4.03539 -1.28251
C -0.47825 3.69926 -0.99279
C -0.73952 2.45348 -0.22054
C -1.18393 2.51191 1.07809
C -1.45160 1.31284 1.77030
C -1.26755 0.10925 1.15533
S -1.65840 -1.33217 2.12989
C -2.54270 -2.51133 1.15136
O -0.41737 -1.89190 2.62755
O -2.51111 -0.91767 3.22206
C -0.81339 0.00689 -0.18184
N -0.65334 -1.22891 -0.73377
C -0.25981 -1.18983 -1.97641
C 0.00904 -0.00310 -2.70209
C 0.42971 -0.06671 -4.16804
Br 1.50692 1.51522 -4.58623
C 1.28945 -1.27072 -4.55024
C 2.39502 -1.64693 -3.55130
Br 0.15925 -2.79783 -5.05881
N -0.12240 1.18071 -2.16526
C -0.54384 1.19819 -0.86827
H 1.06190 4.52420 -2.21218
H 1.56442 3.77415 -0.57424
H -1.31553 4.30957 -1.30861
H -1.33180 3.47067 1.54704
H -1.81687 1.34434 2.78626
H -1.81143 -3.17522 0.70226
H -3.23062 -3.07837 1.76966
H -3.07792 -2.03016 0.33811
H -0.12476 -2.13709 -2.48026
H -0.48260 -0.01847 -4.75820
H 1.78040 -1.00615 -5.47648
H 3.35712 -1.47363 -4.02884
H 2.38974 -1.05035 -2.64386
H 2.35571 -2.71429 -3.35741
C -3.96647 -2.33436 -7.29402
N -3.37627 -1.51915 -6.20025
O -2.47437 -0.75710 -6.47699
O -3.83796 -1.67391 -5.08559
H -3.45123 -2.09008 -8.21625
H -3.82671 -3.37674 -7.03263
H -5.01735 -2.08736 -7.35562
C 2.70299 7.14180 -5.16187
N 2.63495 6.02342 -4.18242
O 1.53966 5.66708 -3.80181
O 3.68717 5.53770 -3.82664
H 1.69327 7.46730 -5.38097
H 3.28250 7.93850 -4.70561
H 3.19610 6.76360 -6.05206
C -0.39853 -0.68696 5.95514
N 0.12792 0.13626 7.07530
O 1.01652 0.92599 6.82332
O -0.36326 -0.03223 8.17080
H 0.13348 -0.42396 5.05034
H -0.23985 -1.73114 6.20808
H -1.45700 -0.46478 5.85854
C -6.48175 -4.96548 -4.15560
N -5.71857 -4.64640 -5.39156
O -6.10814 -3.72867 -6.08096
O -4.74394 -5.32901 -5.62974
H -7.31374 -4.27602 -4.07928
H -6.82736 -5.99094 -4.24335
H -5.80147 -4.85481 -3.31680
C 2.78240 -0.02876 3.81660
N 3.60886 0.31654 2.62648
O 3.25901 1.23873 1.92571
O 4.58996 -0.37761 2.44240
H 1.94039 0.65159 3.86291
H 2.44764 -1.05605 3.69702
H 3.41439 0.07715 4.69304
C -0.93513 1.69237 10.72421
N -1.75049 2.70030 11.45653
O -1.41305 2.99173 12.58494
O -2.70412 3.16448 10.86823
H -0.12595 1.37062 11.36850
H -1.58742 0.86282 10.47299
H -0.55328 2.16743 9.82707
C -3.23416 1.20842 -3.61377
N -4.03836 2.23886 -2.90355
O -3.70518 2.53478 -1.77273
O -4.97655 2.71429 -3.50435
H -2.44174 0.88479 -2.95458
H -3.89530 0.38522 -3.86298
H -2.83164 1.66778 -4.51227
C 4.54765 -3.53665 2.52192
N 3.35618 -4.03664 3.25767
O 3.06005 -3.48146 4.29538
O 2.74138 -4.95994 2.76702
H 4.96746 -2.71077 3.08090
H 5.25815 -4.35297 2.43114
H 4.20451 -3.20906 1.54543
C 6.54778 4.70833 -1.78191
N 7.74501 5.59252 -1.75018
O 8.40438 5.68722 -2.76393
O 7.97774 6.16079 -0.70499
H 6.46587 4.27357 -2.77054
H 6.68894 3.94037 -1.02746
H 5.68189 5.32225 -1.55495
C -0.22867 -5.14606 3.00867
N -1.44474 -5.56911 3.75664
O -1.70485 -4.99131 4.79022
O -2.09938 -6.47150 3.27476
H 0.24892 -4.33975 3.54999
H 0.42706 -6.00570 2.93462
H -0.55347 -4.81743 2.02596
*
```

---

# 3
# C24H44F9N6O8P

5 unconnected molecules or ions with the total composition C24H44F9N6O8P at a distorted geometry (ωB97M-V/def2-TZVPD, the Open Molecules 2025 dataset).

Maximum force ... 0.02756 Eh/bohr

The geometry in ORCA input format:
```
! wB97M-V def2-TZVPD RIJCOSX def2/J DEFGRID3
* xyz 0 1
C 4.15290 -5.30256 1.11576
C 4.07243 -5.61738 2.61517
C 4.68948 -4.57962 3.57159
N 3.77064 -3.76824 4.36582
C 3.49779 -2.40522 4.14601
O 4.52550 -1.75795 3.51899
C 4.48079 -1.61654 2.09645
C 5.84823 -1.16469 1.62551
O 3.44174 -1.75273 5.49510
C 2.23391 -1.95484 6.01454
O 1.92650 -1.90823 7.15734
O 1.36288 -2.26181 5.00837
C 2.01599 -1.97308 3.77464
P 1.98332 -0.06007 3.63465
N 0.94182 0.60338 4.58382
C 1.23978 -2.86351 2.76733
F 1.90952 -2.96784 1.58588
F 1.20355 -4.11061 3.30646
C -0.27093 -2.52227 2.42395
F -0.98336 -3.65292 2.62431
F -0.73675 -1.56743 3.24253
C -0.65445 -2.14720 0.94342
F -2.00156 -2.00390 0.96351
F -0.33931 -3.17420 0.13144
C -0.14233 -0.84266 0.29024
F -0.71661 -0.71552 -0.89710
F -0.47012 0.20638 1.03943
F 1.17620 -0.86059 0.11492
H 4.48123 -6.18190 0.56953
H 3.19903 -5.01695 0.69006
H 4.89409 -4.53665 0.91004
H 4.61981 -6.54217 2.77090
H 3.04876 -5.82519 2.90757
H 5.38209 -3.94946 3.02989
H 5.29921 -5.13053 4.28274
H 2.96091 -4.27467 4.68547
H 3.72775 -0.88349 1.80965
H 4.21595 -2.55520 1.63182
H 6.59384 -1.45674 2.35671
H 5.89503 -0.09009 1.49590
H 6.09212 -1.63469 0.67904
H 1.84394 0.27481 2.28704
H 3.29166 0.30432 3.93816
H 0.24398 1.11645 4.06220
C -2.14594 -3.04767 -5.66240
C -0.89047 -3.87554 -5.50132
O -0.39366 -4.48238 -6.43269
N -0.32938 -3.91736 -4.26218
C -0.77822 -3.26146 -3.04807
H -2.46362 -3.11755 -6.69719
H -2.94430 -3.41947 -5.01958
H -1.95853 -2.00169 -5.41738
H 0.50175 -4.48456 -4.21725
H -0.00849 -2.58405 -2.67744
H -0.99428 -3.99881 -2.27464
H -1.67843 -2.68768 -3.23880
C -0.10443 5.29678 3.07456
C 0.02263 3.99240 2.32875
O 1.10551 3.52850 2.00380
N -1.12547 3.33717 2.00919
C -2.49739 3.73339 2.27623
H 0.89335 5.68625 3.24548
H -0.67622 6.02069 2.49218
H -0.59753 5.14663 4.03520
H -0.96957 2.47129 1.51843
H -2.99985 2.98228 2.88740
H -3.04862 3.84750 1.34144
H -2.51823 4.67994 2.80340
C -2.39441 4.92133 -2.99653
C -1.77844 5.15065 -1.63771
O -1.96075 6.17631 -1.00114
N -1.01032 4.15155 -1.13021
C -0.70460 2.86368 -1.71796
H -2.98482 5.79560 -3.25259
H -1.62014 4.78139 -3.75266
H -3.04636 4.04687 -2.98649
H -0.62318 4.36035 -0.22294
H -1.06065 2.05209 -1.07843
H 0.37295 2.74612 -1.84721
H -1.18457 2.76700 -2.68554
C -4.77436 3.10774 -6.10279
C -5.35514 3.48070 -4.75814
O -5.02712 2.90747 -3.73142
N -6.25999 4.49146 -4.72795
C -6.76327 5.28303 -5.83472
H -4.07413 2.29263 -5.95368
H -5.55624 2.78208 -6.78912
H -4.24756 3.95266 -6.54748
H -6.60611 4.69365 -3.80340
H -6.53457 6.33931 -5.68660
H -7.84504 5.17446 -5.92431
H -6.30875 4.96130 -6.76486
*
```

---

| no. | HOMO level (eV) | LUMO energy (eV) | calculated total energy (eV) |
| --- | --- | --- | --- |
| 1 | -4.612 | 1.29 | -43593.5826 |
| 2 | -9.163 | -1.12 | -239418.6546 |
| 3 | -9.076 | 0.22 | -84668.3154 |